The following is a DFT calculation (ωB97M-V with the def2-TZVPD basis set) of a 2-piece molecular cluster, C7H15N2O overall at a distorted geometry.

Summary:
multiplicity = 1
LUMO level = -0.168 Eh
frontier orbital gap = 10.08 eV
total charge = +1
HOMO = -14.7 eV
energy above the lowest of the compared OMol25 structures with the same formula, charge and spin = 5.573 eV
F_max = 3.3 eV/Å

XYZ file:
```
25
Properties=species:S:1:pos:R:3:forces:R:3
C 0.758 0.281 -0.676 1.2990 -0.1619 -2.3008
C 2.080 -1.501 0.222 2.4468 0.7609 0.7763
C -1.782 -1.629 -0.518 0.8948 1.5397 -1.5265
C -0.210 1.161 1.483 -0.3987 0.6054 0.1561
C -1.499 1.209 -0.734 0.0216 -3.2560 -0.3842
C -0.940 -0.997 0.582 0.0694 -0.1373 -0.2534
C -0.482 0.445 0.160 1.0018 -0.0564 0.9114
N 3.046 -0.807 0.313 -1.2455 -0.5480 -0.4219
N 1.633 1.258 -0.867 -0.7950 -0.7557 0.2761
O 3.797 0.106 0.239 -0.0729 -0.2278 0.2280
H 0.908 -0.668 -1.380 -0.8271 2.5895 1.2282
H 1.844 -2.528 0.334 -0.2455 -0.5057 0.0180
H -1.211 -1.601 -1.517 -0.7147 -0.6896 1.3614
H -2.181 -2.585 -0.264 -0.0783 -0.7212 -0.0715
H -2.597 -0.922 -0.723 -0.1079 -0.7274 0.1385
H 0.348 2.079 1.592 0.5690 0.4402 -0.9646
H -1.137 1.469 1.965 -0.2803 -0.5497 -0.0524
H 0.300 0.458 2.086 0.4229 -0.6807 1.0825
H -1.339 2.238 -0.794 0.2720 1.6651 0.3025
H -2.485 0.914 -0.297 0.6223 0.7767 -0.8470
H -1.315 0.791 -1.761 -1.0524 0.4760 0.6859
H -0.059 -1.625 0.902 -0.9994 0.7922 -0.4479
H -1.534 -0.898 1.490 -0.1534 0.0734 -0.0051
H 2.380 1.263 -1.550 -0.1414 -0.5729 -0.1140
H 1.678 2.088 -0.286 -0.5072 -0.1288 0.2242
```
Positions in Å, forces in eV/Å.

Charges per atom according to Löwdin partitioning, unit e:
1 C -0.074
2 C 0.123
3 C -0.079
4 C -0.031
5 C -0.001
6 C -0.207
7 C -0.518
8 N -0.151
9 N 0.216
10 O 0.104
11 H 0.184
12 H 0.117
13 H 0.104
14 H 0.075
15 H 0.064
16 H 0.084
17 H 0.108
18 H 0.076
19 H 0.073
20 H 0.115
21 H 0.109
22 H 0.093
23 H 0.123
24 H 0.146
25 H 0.146